No. 1
{"formula": "C15H12I2InN2O10STb", "method": "wB97M-V/def2-TZVPD", "symbols": ["I", "I", "Tb", "In", "S", "C", "C", "C", "C", "C", "C", "C", "C", "O", "O", "O", "O", "H", "H", "H", "H", "H", "H", "H", "H", "H", "O", "C", "O", "C", "C", "C", "C", "C", "C", "N", "O", "O", "N", "O", "O", "H", "H", "H"], "positions_angstrom": [[3.681, 0.761, -0.734], [5.178, 2.907, -1.684], [0.804, 1.560, -0.725], [-0.689, -2.126, -1.774], [0.777, -0.342, -2.559], [-3.159, -1.473, -2.832], [-1.965, -1.229, 0.462], [0.532, -0.103, -4.420], [1.540, 1.002, -4.732], [-0.902, 0.290, -4.704], [0.903, -1.410, -5.105], [-1.823, 2.134, -0.144], [-1.617, 1.342, -1.271], [-2.492, -0.672, 1.311], [-4.223, -1.367, -3.229], [-2.532, 2.542, 0.720], [-2.533, 0.863, -1.939], [1.524, 1.233, -5.805], [2.559, 0.692, -4.455], [1.300, 1.929, -4.191], [-1.016, 0.399, -5.791], [-1.150, 1.243, -4.232], [-1.632, -0.446, -4.355], [0.811, -1.240, -6.189], [0.244, -2.247, -4.839], [1.935, -1.704, -4.884], [0.460, 1.903, 1.444], [0.357, 0.639, 1.661], [0.355, -0.196, 0.659], [0.302, 0.226, 3.075], [0.944, -0.957, 3.404], [0.832, -1.448, 4.722], [0.100, -0.723, 5.687], [-0.427, 0.536, 5.357], [-0.253, 1.066, 4.056], [-1.273, 1.229, 6.293], [-1.475, 0.677, 7.397], [-1.766, 2.329, 5.959], [1.426, -2.736, 5.010], [2.075, -3.251, 4.058], [1.295, -3.284, 6.122], [1.542, -1.518, 2.681], [-0.014, -1.097, 6.714], [-0.536, 2.066, 3.801]], "mulliken_spin": [0.087, 0.882, 2.070, 0.616, 0.316, 0.065, 0.091, 0.000, -0.004, 0.005, 0.011, 0.181, 0.708, -0.011, -0.004, 0.233, 0.750, 0.007, 0.004, -0.001, 0.001, 0.001, -0.003, 0.001, 0.002, 0.000, 0.004, -0.032, -0.003, 0.021, -0.001, 0.001, 0.000, 0.001, 0.000, 0.000, 0.001, 0.001, 0.000, 0.000, 0.000, 0.000, 0.000, 0.001], "homo_energy_ev": [-19.41, -19.40], "lumo_energy_ev": [-16.8192, -17.8976], "orbital_gap_ev": [2.6, 1.5], "energy_ev": -93788.672, "charge": 4, "spin_multiplicity": 7}

---

No. 2
{"formula": "C2H6N4OS", "method": "wB97M-V/def2-TZVPD", "symbols": ["C", "C", "H", "H", "H", "H", "H", "H", "N", "N", "N", "N", "O", "S"], "positions_angstrom": [[-0.838, 0.868, -0.937], [1.410, -0.769, 1.487], [-2.375, 1.807, -1.268], [-0.073, 1.353, -2.699], [-1.731, 0.018, 0.476], [1.282, 0.808, -1.123], [-0.143, -1.473, -0.130], [2.183, 0.231, 1.904], [-0.668, 1.665, -2.028], [-1.969, 0.645, -0.359], [0.474, 0.529, -0.418], [0.713, -0.684, 0.252], [-2.022, 1.959, -2.573], [1.484, -2.131, 2.375]], "nbo_charge": [0.552, -0.136, 0.499, 0.372, 0.397, 0.380, 0.411, 0.246, -0.353, -0.787, -0.470, -0.477, -0.586, -0.048], "homo_energy_ev": -9.08, "lumo_energy_ev": 0.0024, "orbital_gap_ev": 9.1, "e_above_lowest_kcal_mol": 173.8, "energy_ev": -21007.770}

---

No. 3
{"formula": "C22H46F9O10P3S", "method": "wB97M-V/def2-TZVPD", "symbols": ["C", "C", "O", "O", "C", "C", "P", "C", "C", "C", "C", "C", "F", "F", "C", "F", "F", "S", "F", "F", "F", "F", "F", "H", "H", "H", "H", "H", "H", "H", "H", "H", "H", "H", "H", "H", "H", "H", "H", "C", "C", "O", "P", "O", "O", "C", "C", "O", "C", "C", "H", "H", "H", "H", "H", "H", "H", "H", "H", "H", "H", "H", "H", "H", "H", "C", "C", "O", "P", "O", "O", "C", "C", "O", "C", "C", "H", "H", "H", "H", "H", "H", "H", "H", "H", "H", "H", "H", "H", "H", "H"], "positions_angstrom": [[2.104, 1.905, 2.464], [2.911, 1.176, 3.501], [2.774, 1.366, 4.672], [3.828, 0.335, 2.969], [4.155, -0.803, 3.760], [3.336, -2.059, 3.426], [1.608, -1.720, 2.862], [1.009, -3.308, 2.112], [-0.004, -3.043, 0.983], [0.374, -1.920, 0.006], [-0.503, -1.957, -1.257], [-1.764, -1.074, -1.130], [-1.977, -0.916, 0.218], [-2.902, -1.658, -1.575], [-1.588, 0.373, -1.669], [-2.439, 1.173, -1.028], [-0.374, 0.803, -1.348], [-1.910, 0.617, -3.521], [-1.587, -0.908, -3.823], [-0.379, 0.971, -3.774], [-2.177, 2.163, -3.279], [-3.444, 0.322, -3.314], [-2.177, 0.827, -5.060], [1.934, 1.292, 1.584], [2.648, 2.817, 2.204], [1.164, 2.242, 2.893], [5.200, -1.026, 3.538], [4.112, -0.620, 4.831], [3.295, -2.665, 4.334], [3.828, -2.673, 2.671], [0.858, -1.555, 4.047], [0.498, -3.876, 2.891], [1.842, -3.900, 1.731], [-0.208, -3.940, 0.394], [-0.956, -2.777, 1.451], [0.402, -0.942, 0.470], [1.391, -2.145, -0.336], [-0.794, -2.978, -1.495], [0.081, -1.567, -2.092], [1.230, 7.034, 8.189], [0.074, 6.413, 7.427], [-0.096, 6.982, 6.123], [0.965, 6.655, 4.963], [0.890, 5.230, 4.607], [0.205, 7.405, 3.733], [-0.111, 6.714, 2.526], [-1.526, 6.174, 2.550], [1.985, 7.848, 5.234], [2.957, 8.228, 4.228], [2.426, 9.295, 3.287], [2.186, 6.794, 7.720], [1.255, 6.661, 9.213], [1.138, 8.120, 8.206], [0.202, 5.331, 7.340], [-0.859, 6.594, 7.959], [0.610, 5.919, 2.335], [-0.007, 7.437, 1.713], [-1.736, 5.652, 3.483], [-1.693, 5.490, 1.716], [-2.245, 6.991, 2.472], [3.301, 7.349, 3.681], [3.807, 8.625, 4.780], [1.936, 8.857, 2.421], [3.250, 9.901, 2.908], [1.706, 9.937, 3.790], [-3.754, -3.596, -4.085], [-2.455, -4.135, -3.526], [-2.070, -5.387, -4.107], [-1.540, -5.429, -5.621], [-0.259, -4.710, -5.714], [-1.114, -6.996, -5.719], [0.199, -7.386, -6.118], [1.093, -7.628, -4.920], [-2.942, -5.636, -6.346], [-3.003, -6.082, -7.724], [-3.065, -7.595, -7.839], [-3.651, -3.327, -5.139], [-4.055, -2.703, -3.540], [-4.547, -4.342, -4.020], [-1.653, -3.406, -3.666], [-2.564, -4.310, -2.456], [0.635, -6.648, -6.791], [0.092, -8.311, -6.690], [1.022, -6.814, -4.200], [2.134, -7.736, -5.230], [0.794, -8.541, -4.402], [-2.168, -5.672, -8.294], [-3.918, -5.653, -8.129], [-2.071, -8.031, -7.908], [-3.596, -7.879, -8.749], [-3.563, -8.033, -6.977]], "mulliken_charge": [-0.738, 0.586, -0.581, -0.321, -0.613, -0.622, -0.107, -0.887, -0.662, -0.804, -0.906, 0.934, -0.366, -0.248, 0.562, -0.294, -0.285, 1.343, -0.286, -0.311, -0.317, -0.298, -0.301, 0.163, 0.320, 0.315, 0.301, 0.344, 0.403, 0.475, 0.035, 0.451, 0.439, 0.343, 0.327, 0.319, 0.500, 0.227, 0.545, -0.965, -0.308, -0.365, 0.958, -0.612, -0.348, -0.226, -1.162, -0.298, -0.313, -0.918, 0.259, 0.409, 0.244, 0.273, 0.313, 0.301, 0.340, 0.285, 0.343, 0.320, 0.290, 0.346, 0.171, 0.384, 0.282, -1.257, -0.111, -0.391, 1.135, -0.749, -0.301, -0.288, -1.130, -0.271, -0.357, -0.923, 0.276, 0.413, 0.352, 0.178, 0.307, 0.359, 0.340, 0.267, 0.355, 0.303, 0.316, 0.351, 0.169, 0.387, 0.282], "smiles": "CC(=O)OCCPCCCCC(F)(F)C(F)(F)S(F)(F)(F)(F)F.CCOP(=O)(OCC)OCC.CCOP(=O)(OCC)OCC", "homo_energy_ev": -8.38, "lumo_energy_ev": 0.4747, "orbital_gap_ev": 8.9, "energy_ev": -107196.219}

---

No. 4
{"formula": "C30H42As3NRuS4", "method": "wB97M-V/def2-TZVPD", "symbols": ["Ru", "S", "C", "C", "C", "C", "C", "C", "S", "C", "C", "C", "C", "C", "C", "C", "S", "C", "C", "C", "C", "C", "C", "S", "N", "H", "H", "H", "H", "H", "H", "H", "H", "H", "H", "H", "H", "H", "H", "H", "C", "As", "C", "C", "C", "C", "C", "As", "C", "C", "C", "As", "C", "C", "H", "H", "H", "H", "H", "H", "H", "H", "H", "H", "H", "H", "H", "H", "H", "H", "H", "H", "H", "H", "H", "H", "H", "H", "H", "H", "H"], "positions_angstrom": [[-1.240, 0.796, 0.069], [-1.522, 0.949, -2.381], [-0.300, 2.129, -2.764], [0.266, 2.052, -4.043], [1.175, 2.989, -4.484], [1.510, 4.065, -3.671], [0.966, 4.160, -2.403], [0.092, 3.188, -1.930], [-0.456, 3.388, -0.231], [-1.966, 4.405, -0.433], [-3.185, 3.767, 0.147], [-4.081, 4.555, 0.862], [-5.256, 3.989, 1.319], [-5.509, 2.662, 1.015], [-4.556, 1.938, 0.308], [-4.857, 0.537, -0.108], [-3.526, -0.695, 0.127], [-3.462, -1.122, 1.862], [-4.150, -2.268, 2.248], [-4.063, -2.741, 3.545], [-3.279, -2.060, 4.469], [-2.611, -0.912, 4.103], [-2.683, -0.422, 2.794], [-1.861, 1.068, 2.434], [-3.400, 2.474, -0.086], [-0.042, 1.238, -4.680], [1.615, 2.886, -5.464], [2.193, 4.821, -4.023], [1.216, 4.991, -1.761], [-2.087, 4.561, -1.505], [-1.766, 5.359, 0.054], [-3.862, 5.597, 1.028], [-5.967, 4.572, 1.884], [-6.435, 2.194, 1.308], [-4.995, 0.498, -1.192], [-5.750, 0.154, 0.383], [-4.763, -2.774, 1.516], [-4.605, -3.629, 3.839], [-3.196, -2.423, 5.482], [-2.015, -0.370, 4.823], [2.717, 2.333, -0.181], [1.491, 0.817, 0.118], [2.102, 0.426, 1.946], [2.503, -0.412, -1.090], [2.412, -1.938, -0.995], [3.271, -2.525, -2.123], [0.973, -2.426, -1.228], [-0.500, -1.974, 0.041], [-0.235, -3.242, 1.538], [-1.805, -3.092, -0.906], [2.881, -2.456, 0.366], [4.742, -2.319, 1.150], [5.600, -3.842, 0.243], [5.727, -0.897, 0.185], [3.701, 2.087, 0.222], [2.347, 3.226, 0.326], [2.817, 2.556, -1.243], [3.117, 0.019, 1.966], [1.422, -0.261, 2.455], [2.092, 1.373, 2.491], [3.550, -0.114, -0.992], [2.175, -0.104, -2.094], [2.856, -2.268, -3.096], [3.315, -3.609, -2.041], [4.283, -2.133, -2.077], [0.980, -3.522, -1.296], [0.611, -2.042, -2.192], [0.126, -4.196, 1.153], [-1.207, -3.395, 2.011], [0.455, -2.869, 2.292], [-1.349, -4.037, -1.202], [-2.178, -2.578, -1.791], [-2.652, -3.308, -0.257], [2.694, -3.535, 0.397], [2.223, -2.006, 1.118], [5.067, -4.763, 0.474], [6.618, -3.948, 0.613], [5.638, -3.714, -0.835], [5.328, 0.091, 0.409], [5.756, -1.045, -0.891], [6.752, -0.926, 0.553]], "mulliken_spin": [0.858, 0.065, 0.014, 0.017, -0.001, 0.001, 0.001, -0.019, -0.024, -0.003, 0.002, -0.004, 0.001, -0.004, 0.011, 0.000, 0.008, 0.025, -0.001, 0.003, -0.002, 0.008, -0.011, 0.131, 0.008, -0.003, 0.000, 0.000, 0.001, -0.001, -0.002, 0.000, 0.000, 0.000, 0.000, 0.001, 0.000, 0.000, 0.000, -0.004, -0.014, -0.039, -0.001, -0.008, 0.010, -0.001, -0.006, -0.017, 0.002, 0.001, -0.001, 0.000, 0.000, 0.000, -0.002, 0.001, 0.001, -0.003, 0.000, 0.000, -0.001, 0.001, 0.000, 0.000, 0.000, 0.000, 0.000, -0.001, -0.001, 0.001, -0.001, 0.001, 0.000, 0.000, -0.001, 0.000, 0.000, 0.000, 0.000, 0.000, 0.000], "homo_energy_ev": [-10.18, -9.99], "lumo_energy_ev": [-3.8174, -3.8034], "orbital_gap_ev": [6.4, 6.2], "e_above_lowest_kcal_mol": 38.0, "energy_ev": -261715.194, "charge": 1, "spin_multiplicity": 2}